{
  "formula": "C33H46NP3Ti",
  "method": "wB97M-V/def2-TZVPD",
  "symbols": ["P", "P", "C", "C", "H", "H", "H", "H", "C", "H", "H", "H", "C", "H", "H", "H", "C", "H", "H", "H", "C", "H", "H", "H", "Ti", "C", "C", "C", "C", "C", "C", "C", "C", "C", "H", "H", "H", "H", "H", "H", "H", "H", "H", "H", "H", "H", "H", "H", "H", "N", "P", "C", "C", "C", "C", "C", "C", "C", "C", "C", "C", "C", "C", "C", "C", "C", "C", "C", "C", "H", "H", "H", "H", "H", "H", "H", "H", "H", "H", "H", "H", "H", "H", "H"],
  "positions_angstrom": [[-0.74350, -0.55198, 3.14524], [-0.37772, -2.63761, -0.89085], [-1.80071, -1.20723, 1.39488], [-1.62181, -2.47202, 0.55036], [-1.79056, -0.24787, 0.76185], [-2.79520, -1.29142, 1.89619], [-1.42235, -3.29250, 1.24729], [-2.57712, -2.68742, 0.04294], [-1.41450, -2.00752, -2.28066], [-1.14062, -2.44889, -3.24105], [-1.28926, -0.92161, -2.31360], [-2.46221, -2.22760, -2.02495], [-0.41554, -4.41964, -1.27316], [-1.15761, -4.62345, -2.06500], [-0.63397, -4.96689, -0.33893], [0.57768, -4.69251, -1.66647], [-1.72043, 0.76560, 3.97568], [-1.08618, 1.20415, 4.75638], [-2.64324, 0.33532, 4.38845], [-1.94543, 1.58701, 3.28938], [-0.20492, -1.60016, 4.51530], [0.28304, -2.53317, 4.18763], [-1.09031, -1.83714, 5.13238], [0.51512, -1.00033, 5.10942], [-2.03023, 1.68413, -0.45763], [-3.45295, 0.58121, -1.41412], [-3.03817, 1.74838, -2.13052], [-3.84118, 3.02258, -2.03167], [-4.08633, 3.57789, -0.57392], [-3.21766, 3.07400, 0.57718], [-3.36357, 1.70249, 1.02622], [-4.70950, 1.02073, 0.80471], [-4.81134, 0.60013, -0.65789], [0.66729, 0.61324, 2.81369], [-3.17811, -0.38724, -1.82811], [-2.17075, 1.66532, -2.81300], [-4.84905, 2.83286, -2.44811], [-3.42906, 3.84517, -2.64852], [-3.96684, 4.67099, -0.63343], [-5.15807, 3.48164, -0.29707], [-2.91510, 3.88609, 1.26611], [-2.73282, 1.31235, 1.79836], [-5.54693, 1.70279, 1.07561], [-4.86105, 0.14405, 1.46467], [-5.26955, -0.39829, -0.71253], [-5.52350, 1.29902, -1.13895], [1.59948, 0.06084, 2.61254], [0.78352, 1.24236, 3.72409], [0.41161, 1.26422, 1.95808], [-0.28910, 0.71427, -0.50977], [1.26677, 0.37467, -0.65804], [2.48842, 1.71606, -0.27647], [3.29314, 1.79093, 0.88277], [4.28842, 2.77535, 0.99073], [4.54707, 3.67378, -0.04430], [3.75233, 3.62279, -1.18990], [2.71409, 2.69561, -1.26262], [2.09296, -0.99208, 0.34668], [1.45026, -1.95112, 1.17324], [2.14674, -2.95548, 1.83092], [3.54135, -3.03131, 1.76001], [4.21692, -2.10355, 0.96661], [3.48530, -1.13185, 0.29084], [2.14524, -0.08899, -2.25579], [3.54055, 0.11296, -2.41741], [4.31988, -0.54682, -3.35772], [3.71716, -1.40694, -4.25792], [2.32645, -1.56902, -4.20246], [1.54981, -0.85220, -3.27662], [3.18791, 1.06551, 1.68722], [4.91321, 2.80993, 1.88921], [5.35329, 4.40480, 0.03993], [3.96863, 4.26824, -2.04654], [2.10475, 2.68782, -2.15246], [0.39174, -1.80291, 1.41380], [1.58652, -3.69388, 2.42114], [4.08396, -3.77921, 2.32085], [5.29753, -2.10088, 0.88299], [4.08895, -0.43012, -0.27473], [4.07946, 0.78481, -1.76530], [5.39772, -0.41196, -3.36344], [4.30636, -1.94511, -4.99353], [1.83104, -2.28122, -4.86874], [0.46235, -0.89495, -3.35765]],
  "forces_ev_per_a": [[0.0, 1.5, -1.4], [0.0, 1.3, -0.3], [-0.8, 1.5, 0.5], [0.5, -0.7, -0.2], [0.0, -0.9, 0.8], [0.6, 0.2, -0.3], [-0.1, -0.3, -0.2], [0.0, 0.2, 0.6], [-0.4, 0.0, 0.6], [0.0, -0.1, 0.2], [-0.1, -0.2, 0.0], [0.2, 0.0, -0.5], [-0.3, -0.4, 0.0], [0.1, -0.2, 0.5], [0.1, -0.1, -0.6], [-0.4, 0.0, 0.3], [-0.4, -0.6, 0.1], [-0.2, -0.4, 0.1], [0.1, 0.4, 0.0], [-0.1, -0.4, 0.1], [0.1, -0.3, 0.5], [-0.2, 0.5, 0.1], [0.4, 0.0, -0.2], [-0.4, -0.4, -0.2], [4.4, 0.8, 2.9], [-2.8, -0.4, -2.0], [-1.8, -0.9, -2.5], [-0.5, 0.5, -0.1], [-0.6, 0.6, 0.6], [1.5, 1.7, 0.5], [-1.9, -0.4, 0.2], [0.1, 0.0, 1.0], [-0.4, -0.2, -0.8], [0.2, -0.5, 0.1], [0.1, 0.3, 0.3], [-0.6, 0.1, 0.0], [0.3, 0.0, 0.0], [0.1, -0.6, 0.3], [0.2, -0.3, 0.1], [0.2, -0.3, -0.4], [-0.3, -0.4, -0.3], [-0.1, 0.3, 0.7], [0.4, -0.3, -0.2], [0.3, 0.2, -0.2], [0.1, 0.2, -0.2], [0.3, -0.4, -0.1], [-0.5, 0.4, 0.1], [0.0, -0.5, -0.6], [0.1, -0.4, 0.3], [3.8, -0.9, -0.4], [-0.9, 0.8, 0.1], [0.4, 1.0, 0.8], [-0.1, 0.4, -0.6], [0.1, -0.2, 0.2], [-0.2, -0.2, 0.0], [-0.1, -0.1, 0.2], [0.0, 0.0, 0.2], [0.5, -0.9, 0.9], [0.0, 1.1, 0.0], [0.0, -0.1, 0.3], [-0.1, 0.3, -0.5], [-0.7, -0.4, 0.5], [0.2, 0.4, -0.3], [0.2, -0.3, -1.2], [-0.1, -0.1, 0.4], [-0.3, 0.1, -0.1], [-0.7, -0.4, 0.1], [0.1, 0.3, -0.1], [0.0, -0.2, 0.3], [0.0, 0.2, -0.2], [-0.3, 0.0, -0.3], [-0.2, -0.3, 0.0], [-0.2, -0.1, 0.4], [-0.1, -0.1, -0.2], [0.7, -0.4, -0.5], [0.3, 0.4, -0.2], [0.0, -0.1, 0.0], [-0.1, -0.1, 0.0], [-0.3, -0.2, 0.1], [-0.1, -0.1, 0.0], [-0.2, 0.2, 0.0], [-0.1, 0.0, 0.1], [0.1, 0.4, 0.0], [0.4, -0.2, 0.2]],
  "orbital_gap_ev": [3.93, 5.21],
  "multiplicity": 3,
  "de_lowest_kcal_mol": 11.4,
  "e_homo_ev": [-3.868, -5.096]
}

***

{
  "formula": "C33H46OP2PtSi",
  "method": "wB97M-V/def2-TZVPD",
  "symbols": ["P", "P", "C", "C", "H", "H", "H", "H", "C", "H", "H", "H", "C", "H", "H", "H", "C", "H", "H", "H", "C", "H", "H", "H", "Pt", "C", "C", "C", "C", "C", "C", "C", "C", "C", "H", "H", "H", "H", "H", "H", "H", "H", "H", "H", "H", "H", "H", "H", "H", "O", "Si", "C", "C", "C", "C", "C", "C", "C", "C", "C", "C", "C", "C", "C", "C", "C", "C", "C", "C", "H", "H", "H", "H", "H", "H", "H", "H", "H", "H", "H", "H", "H", "H", "H"],
  "positions_angstrom": [[3.59759, -0.09231, -2.99707], [1.05922, -2.69114, -3.04225], [3.75858, -1.72335, -3.82096], [2.43426, -2.25038, -4.34716], [4.22433, -2.43628, -3.12229], [4.45982, -1.60776, -4.66116], [1.99576, -1.54300, -5.06500], [2.59011, -3.18845, -4.89702], [1.49524, -4.42917, -2.66010], [0.76754, -4.84825, -1.95635], [2.50549, -4.52766, -2.24332], [1.45835, -5.02705, -3.58003], [-0.13323, -3.01520, -4.42582], [0.25246, -3.85662, -5.01809], [-0.23634, -2.14413, -5.08639], [-1.12010, -3.28234, -4.02574], [5.12329, 0.32204, -2.14362], [4.99199, 1.24976, -1.56782], [5.92554, 0.48415, -2.87676], [5.43529, -0.48432, -1.47048], [3.48177, 1.18526, -4.30695], [2.61625, 1.01152, -4.96770], [4.40579, 1.20704, -4.91081], [3.36858, 2.16699, -3.81594], [0.26012, 2.48452, 1.24457], [-0.27549, -2.13631, -1.80261], [0.13214, -2.31215, -0.42422], [1.43019, -2.80140, -0.05858], [2.70967, -2.18137, -0.76800], [2.58437, -0.83589, -1.41370], [1.85917, -0.06459, -2.43680], [0.48577, -0.10723, -3.12390], [-0.60384, -0.67083, -2.21635], [1.52969, 3.90215, 1.27839], [-1.14925, -2.79775, -2.01596], [-0.57615, -2.00463, 0.35087], [1.42881, -3.90005, -0.20575], [1.57925, -2.63448, 1.01669], [3.41753, -2.02684, 0.08111], [3.22046, -2.93196, -1.39630], [2.77429, -0.12866, -0.57167], [1.87290, 0.99322, -2.05815], [0.47875, -0.64028, -4.08420], [0.21983, 0.93785, -3.35057], [-0.72635, -0.05783, -1.31397], [-1.55088, -0.70038, -2.76780], [0.90899, 4.74052, 0.89789], [2.36000, 3.71055, 0.58268], [1.88383, 4.13388, 2.29710], [-0.82179, 0.83806, 0.89346], [-1.89415, 1.10000, 2.11222], [-1.42016, 2.98966, 2.49835], [-2.09180, 4.07363, 1.82554], [-2.07523, 5.33195, 2.42121], [-1.59542, 5.49451, 3.73266], [-1.13385, 4.38957, 4.46041], [-1.03896, 3.13511, 3.87233], [-3.72125, 0.94240, 1.78242], [-4.67184, 1.73425, 2.45246], [-6.04225, 1.48807, 2.28522], [-6.47806, 0.45493, 1.44987], [-5.53301, -0.30680, 0.74933], [-4.16314, -0.05971, 0.90922], [-1.47770, -0.01647, 3.55989], [-0.16365, -0.46832, 3.73430], [0.17677, -1.24694, 4.85112], [-0.79816, -1.59513, 5.78978], [-2.12273, -1.18722, 5.59239], [-2.46700, -0.41091, 4.47618], [-2.55685, 3.87961, 0.85476], [-2.44545, 6.19569, 1.87091], [-1.60285, 6.47607, 4.19850], [-0.84505, 4.50013, 5.50350], [-0.66882, 2.24729, 4.38892], [-4.34001, 2.54156, 3.11076], [-6.77207, 2.09500, 2.82724], [-7.54273, 0.23582, 1.35022], [-5.86577, -1.11019, 0.09064], [-3.42338, -0.65340, 0.36321], [0.59688, -0.21231, 2.98829], [1.21177, -1.56494, 4.98477], [-0.52889, -2.18458, 6.66772], [-2.89150, -1.46414, 6.31324], [-3.50326, -0.11165, 4.30698]],
  "forces_ev_per_a": [[0.1, -0.5, -2.6], [-1.5, -3.5, -3.1], [0.6, 0.1, 0.1], [0.0, 0.9, 0.9], [-0.1, 0.3, -0.3], [-0.1, 0.0, 0.2], [0.0, -0.2, 0.4], [-0.2, 0.0, 0.5], [0.2, -0.2, 0.1], [0.2, 0.1, -0.2], [-0.4, 0.0, 0.0], [0.0, 0.3, 0.2], [-0.1, -0.2, 0.0], [-0.2, 0.3, 0.1], [-0.1, -0.3, 0.2], [0.3, 0.0, -0.3], [0.4, 0.2, 0.6], [0.0, -0.2, -0.1], [-0.3, 0.0, 0.0], [-0.2, 0.2, -0.1], [0.5, 0.2, -0.3], [0.3, 0.0, 0.3], [-0.3, 0.0, 0.2], [0.0, -0.3, -0.2], [-0.6, -1.6, -2.1], [0.4, 1.0, -0.4], [-0.9, 1.0, 0.6], [1.4, -0.6, 1.0], [0.5, -1.1, 0.4], [-0.6, 1.1, 3.4], [-0.5, 2.2, 1.2], [-0.3, 0.3, -0.7], [-0.3, -0.4, 0.2], [1.7, 1.6, 1.0], [0.8, 0.1, -0.4], [0.2, -0.1, -0.3], [0.5, 0.3, 0.2], [-0.1, -0.2, -0.3], [-0.4, -0.1, -0.8], [-0.3, 0.3, 0.2], [0.2, -0.2, -0.8], [0.0, -0.8, 0.2], [0.0, 0.4, 0.3], [0.2, -0.4, -0.1], [0.0, -0.1, -0.1], [0.2, 0.3, 0.1], [0.3, 0.0, 0.1], [0.0, 0.3, 0.2], [0.1, 0.3, -0.6], [-0.7, -1.0, 0.0], [0.0, 0.3, 0.4], [-2.0, -0.9, 1.1], [0.9, -0.1, 0.7], [-0.1, -0.1, -0.2], [0.0, -0.5, -0.3], [0.1, -0.2, 0.3], [0.0, 0.8, -0.9], [-0.1, 0.3, -0.3], [-0.2, -0.3, -0.2], [0.2, 0.0, 0.1], [0.5, 0.0, 0.0], [0.1, 0.0, 0.1], [-0.5, 0.1, 0.1], [-0.2, 0.0, -0.2], [0.0, -0.3, 0.5], [0.0, 0.2, -0.3], [-0.1, 0.2, -0.3], [0.0, 0.1, -0.2], [0.4, -0.2, 0.3], [0.2, 0.3, 0.3], [-0.1, -0.2, 0.2], [0.0, -0.1, -0.1], [0.0, 0.1, -0.2], [0.0, 0.5, 0.1], [-0.1, -0.2, -0.1], [0.3, -0.2, -0.2], [0.3, 0.1, 0.0], [0.1, 0.2, 0.2], [-0.3, 0.1, 0.1], [-0.2, 0.0, 0.3], [-0.3, 0.0, 0.0], [-0.1, 0.2, -0.3], [0.2, 0.0, -0.2], [0.3, -0.1, 0.2]],
  "orbital_gap_ev": [4.88, 4.78],
  "multiplicity": 5,
  "charge": 2,
  "e_homo_ev": [-11.518, -12.610]
}

***

The following E_tot values (in Ha) correspond, in order, to the records above: -3212.98573; -2450.99362.